# 1
DFT (the ωB97M-V functional and the def2-TZVPD basis) results for a structure of composition C2H2O10S3.

XYZ file:
```
17
Properties=species:S:1:pos:R:3:forces:R:3:mulliken_charge:R:1
C 0.31030 0.84393 0.96199 1.64 1.43 0.50 0.385
C -0.87196 0.93226 0.08195 -1.16 -2.85 0.56 -0.401
O 2.93061 0.57734 1.06900 -1.13 1.03 -0.91 -0.736
O -0.83896 -2.05786 0.63065 -0.93 1.88 -0.88 -0.596
O 1.31560 -2.74102 -0.70714 2.46 -3.73 -0.40 -0.632
O -0.12098 -1.20513 -1.80680 0.84 -0.39 0.33 -0.708
O 2.11192 0.10012 -1.11327 0.14 0.27 -1.51 -0.603
O 1.85918 2.36813 -0.34160 0.02 0.78 0.07 -0.678
O -2.24273 -0.54069 1.82845 0.07 0.72 1.13 -0.702
O -2.90283 -1.03114 -0.40946 2.31 0.60 0.08 -0.698
O 0.28425 1.07045 2.15403 0.10 -0.69 -1.47 -0.545
O -0.82690 1.09081 -1.23540 -0.17 2.43 -0.38 -0.571
S 0.72497 -1.48855 -0.61263 -2.81 1.70 -0.31 0.799
S 1.93461 0.97723 0.04170 2.89 -0.48 2.74 1.305
S -1.74056 -0.80328 0.49915 -3.58 -2.28 0.94 1.294
H -1.53865 1.57195 0.61504 -0.94 0.48 -0.05 0.568
H -0.38787 0.33545 -1.65568 0.23 -0.91 -0.45 0.522
```
Positions in Å, forces in eV/Å.

LUMO level (eV): 5.8
F_max (eV Å⁻¹): 4.5
Net charge: -2
HOMO-LUMO gap (eV): 8.087

***

# 2
DFT (the ωB97M-V functional and the def2-TZVPD basis) results for a structure of composition C12H12Cl2NNiO5S.

XYZ file:
```
34
Properties=species:S:1:pos:R:3:forces:R:3:mulliken_charge:R:1
Ni -0.03825 0.35107 0.00469 1.28 1.04 -0.58 0.436
O -1.34292 2.49464 0.55972 -0.15 0.23 0.05 -0.461
C -0.60035 3.44659 -0.17423 -0.04 -0.16 0.00 -0.731
C 0.89757 3.20448 -0.11083 -0.02 0.05 0.11 -0.890
N 1.32602 1.87827 -0.59289 -0.67 -0.44 0.16 0.531
C 1.44025 1.83405 -2.05583 0.10 0.06 -0.09 -0.793
C 0.51336 0.79999 -2.70025 0.09 0.08 -0.04 0.552
O 0.44591 0.78162 -3.92086 0.02 -0.07 0.10 -0.731
O -0.08837 0.02717 -1.87904 -0.81 -0.29 0.29 -0.481
C 2.50276 1.42608 0.15405 0.21 0.02 -0.07 -0.630
C 2.06129 1.21237 1.60780 0.14 -0.06 -0.02 0.569
O 2.79219 1.56289 2.52483 -0.06 -0.11 -0.06 -0.728
O 0.89981 0.67875 1.70349 -0.81 -0.04 0.22 -0.589
H -1.02925 2.46538 1.47287 0.08 -0.10 -0.03 0.328
H -0.79754 4.45909 0.19784 0.04 0.05 -0.10 0.373
H -0.96959 3.38128 -1.19970 0.02 0.00 0.00 0.316
H 1.21589 3.31053 0.92837 0.02 -0.01 -0.01 0.448
H 1.40354 3.98612 -0.69112 0.06 0.01 0.06 0.458
H 2.46422 1.60290 -2.35693 0.01 -0.01 0.02 0.406
H 1.19406 2.80417 -2.48900 0.03 0.02 0.03 0.324
H 3.33719 2.13368 0.10926 -0.04 0.05 -0.03 0.314
H 2.82611 0.47087 -0.26588 0.02 0.00 0.02 0.414
Cl 0.92619 -2.20635 0.28618 0.18 -0.33 0.03 -0.224
C -0.56591 -3.06097 0.54957 0.08 0.09 -0.01 0.808
C -0.47823 -4.44030 0.61504 -0.08 -0.02 -0.01 -0.783
C -1.61813 -5.19605 0.83208 0.03 0.01 0.02 -0.268
C -2.83244 -4.54757 0.98193 -0.01 -0.02 -0.02 -0.795
C -2.89182 -3.16831 0.91216 -0.04 0.00 0.02 0.256
Cl -4.46257 -2.43893 1.11521 0.02 0.01 0.00 -0.250
C -1.76829 -2.34768 0.69671 -0.01 0.00 0.01 -0.029
S -1.94618 -0.61828 0.65155 0.30 -0.10 -0.06 -0.252
H 0.48829 -4.90998 0.49513 0.00 0.01 0.00 0.376
H -1.55942 -6.27475 0.88921 0.00 0.00 -0.01 0.347
H -3.74539 -5.10282 1.14888 0.00 0.01 0.01 0.375
```
Positions in Å, forces in eV/Å.

LUMO level (alpha / beta) (eV): 2.9 / 2.9
F_max (eV Å⁻¹): 1.8
Net charge: -1
HOMO-LUMO gap (alpha / beta) (eV): 7.511 / 7.507

***

# 3
DFT (the ωB97M-V functional and the def2-TZVPD basis) results for a cluster of 3 separate species, C6H14N2O in total.

XYZ file:
```
23
Properties=species:S:1:pos:R:3:forces:R:3:mulliken_charge:R:1
C -0.31818 -0.90905 0.26769 -0.50 0.04 0.03 2.034
C 0.42302 2.03902 0.57710 0.01 -0.03 -0.09 -0.971
C 0.13593 1.38456 -1.68692 0.03 0.02 0.09 -0.990
C -0.91807 -0.68581 1.63277 0.10 0.01 -0.06 -1.630
C -1.22249 -1.40169 -0.83229 0.11 0.05 0.02 -1.658
N -0.22572 1.11454 -0.31737 0.09 -0.70 0.18 -0.308
C 1.02999 -0.72022 0.04056 0.64 0.31 -0.15 0.135
O 0.51565 -2.72575 0.54502 -0.05 0.55 0.00 -0.774
N 2.20357 -0.54733 -0.12526 -0.38 -0.08 0.04 -0.477
H 0.89912 -2.78336 1.43164 -0.04 0.00 -0.09 0.248
H 2.54558 0.37561 -0.40350 -0.08 -0.05 0.02 0.307
H 0.06703 3.06333 0.39404 0.03 -0.06 -0.01 0.344
H 0.20088 1.80152 1.61888 0.00 -0.01 0.00 0.262
H -0.29577 0.64277 -2.36041 0.00 -0.01 0.01 0.266
H 1.23119 1.41589 -1.87218 -0.04 -0.01 0.04 0.292
H -0.24662 2.36792 -1.99676 0.03 -0.05 0.03 0.345
H 1.52883 2.08382 0.46646 -0.05 -0.03 -0.02 0.282
H -1.63738 0.13041 1.57368 0.02 -0.01 -0.03 0.406
H -1.42067 -1.60512 1.92681 0.01 0.01 -0.04 0.430
H -0.16291 -0.44860 2.38001 0.00 0.00 -0.04 0.320
H -1.95636 -0.62925 -1.05801 0.02 0.00 0.02 0.422
H -1.71331 -2.30346 -0.47384 0.02 0.03 0.03 0.400
H -0.66333 -1.65974 -1.72812 0.01 0.02 0.02 0.317
```
Positions in Å, forces in eV/Å.

LUMO level (alpha / beta) (eV): 0.6 / 0.6
F_max (eV Å⁻¹): 0.7
HOMO-LUMO gap (alpha / beta) (eV): 8.225 / 8.223

***

# 4
DFT (the ωB97M-V functional and the def2-TZVPD basis) results for the molecule C6H12O.

XYZ file:
```
19
Properties=species:S:1:pos:R:3:forces:R:3:mulliken_charge:R:1
C 2.54273 -0.24907 0.11508 0.05 -0.05 0.05 -1.079
C 1.56392 0.85126 -0.30206 -0.07 0.01 -0.06 -0.472
C 0.16971 0.61067 0.18126 0.00 0.08 -0.17 0.099
C -0.97620 0.79889 -0.63107 0.05 0.18 0.10 -0.619
C -2.18666 0.21814 0.05440 -0.09 0.01 -0.02 -0.679
C -1.64095 -1.22356 0.46360 -0.16 -0.08 0.14 -0.444
O -0.33667 -1.34658 -0.04042 0.05 -0.03 -0.01 -0.629
H 2.58538 -0.34400 1.20532 -0.03 0.02 -0.14 0.294
H 2.22635 -1.21379 -0.28925 0.05 0.15 0.05 0.270
H 3.55123 -0.02110 -0.24415 -0.15 -0.03 0.05 0.377
H 1.88453 1.81128 0.12865 -0.05 -0.11 -0.04 0.277
H 1.55831 0.97104 -1.39168 -0.01 -0.01 0.16 0.286
H 0.06886 0.48253 1.26162 0.00 -0.06 -0.15 0.310
H -0.98849 1.49615 -1.46426 0.02 -0.12 0.16 0.434
H -0.55408 -0.41088 -0.97152 0.10 -0.05 0.03 0.416
H -3.05038 0.15165 -0.61461 0.13 0.01 0.10 0.300
H -2.49255 0.77467 0.94870 0.04 -0.11 -0.14 0.262
H -1.65174 -1.34649 1.55524 0.02 0.04 -0.15 0.296
H -2.27329 -2.01080 0.03514 0.03 0.15 0.06 0.301
```
Positions in Å, forces in eV/Å.

LUMO level (eV): 1.0
F_max (eV Å⁻¹): 0.2
HOMO-LUMO gap (eV): 9.336